1.
67
Properties=species:S:1:pos:R:3:lowdin_charge:R:1 method="wB97M-V/def2-TZVPD" homo_lumo_gap_ev=7.7 multiplicity=1 energy_ev=-54835.163 charge=+3
Pt 0.93 -0.18 -1.11 1.30
C 4.02 0.37 -1.92 -0.03
O 3.11 -0.11 -0.90 -0.43
Si 3.22 0.27 0.77 0.42
C 3.79 2.03 0.82 -0.12
C 4.35 -0.87 1.67 -0.12
C 1.34 -0.11 0.99 -0.43
Si 0.51 1.23 2.05 0.51
C -1.21 0.95 2.70 -0.15
C 1.60 1.53 3.52 -0.12
C 0.46 2.80 0.93 -0.07
Si 0.87 -1.95 1.21 0.44
C 1.38 -2.54 -0.53 -0.14
C -0.98 -2.20 1.23 -0.16
C 1.61 -2.69 2.74 -0.13
H 5.04 0.21 -1.59 0.11
H 3.85 1.42 -2.12 0.10
H 3.85 -0.22 -2.82 0.10
H 4.86 2.03 0.58 0.07
H 3.71 2.53 1.78 0.05
H 3.30 2.64 0.06 0.04
H 5.39 -0.62 1.43 0.07
H 4.19 -1.92 1.44 0.04
H 4.25 -0.74 2.75 0.07
H -1.20 0.14 3.43 0.06
H -1.98 0.73 1.97 0.00
H -1.50 1.85 3.24 0.07
H 1.63 0.63 4.14 0.06
H 1.15 2.31 4.13 0.07
H 2.63 1.83 3.32 0.03
H -0.18 3.24 -0.99 0.21
H 1.42 3.29 0.77 0.09
H -0.28 3.53 1.25 0.12
H 0.86 -2.03 -1.43 0.01
H 0.90 -3.51 -0.75 0.09
H 2.44 -2.58 -0.77 0.06
H -1.43 -1.83 0.31 0.00
H -1.46 -1.75 2.09 0.04
H -1.18 -3.28 1.28 0.07
H 2.68 -2.87 2.71 0.04
H 1.11 -3.63 2.96 0.06
H 1.40 -2.01 3.57 0.05
C -5.32 0.61 -1.07 0.03
N -4.15 -0.08 -0.42 -0.15
C -4.17 -1.54 -0.74 0.04
C -2.80 0.59 -0.63 -0.08
C -2.14 0.32 -1.95 -0.23
C -2.79 0.61 -3.14 -0.01
C -2.27 0.29 -4.39 -0.01
C -1.05 -0.36 -4.47 -0.02
C -0.36 -0.64 -3.29 -0.12
C -0.86 -0.25 -2.04 -0.22
H -6.23 0.25 -0.59 0.12
H -5.36 0.34 -2.12 0.10
H -5.23 1.68 -0.94 0.12
H -4.32 0.00 0.58 0.18
H -3.94 -1.67 -1.80 0.11
H -5.17 -1.93 -0.53 0.12
H -3.44 -2.06 -0.13 0.09
H -2.16 0.22 0.17 0.08
H -2.99 1.65 -0.46 0.14
H -3.74 1.13 -3.11 0.12
H -2.82 0.54 -5.29 0.14
H -0.64 -0.66 -5.42 0.14
H 0.59 -1.17 -3.41 0.11
O -0.04 2.43 -0.46 -0.10
O 1.00 1.77 -1.23 -0.23



2.
73
Properties=species:S:1:pos:R:3:lowdin_charge:R:1 method="wB97M-V/def2-TZVPD" homo_lumo_gap_ev=6.9 multiplicity=1 energy_ev=-69627.766
H 2.03 -2.57 -3.15 0.10
N 3.27 -0.88 -2.73 -0.13
B 5.36 0.69 -2.62 -0.48
N 4.54 -0.50 -3.18 -0.02
C 4.95 -1.40 -4.08 -0.09
Sr 1.64 0.20 -1.26 1.09
H 5.91 -1.27 -4.52 0.12
C 4.00 -2.38 -4.23 -0.08
H 4.03 -3.26 -4.90 0.10
C 2.95 -2.05 -3.36 -0.13
H 6.40 0.84 -3.17 0.11
C 1.57 1.52 1.56 -0.15
H 0.54 1.60 2.03 -0.02
H 1.69 2.38 0.82 0.06
H 2.44 1.60 2.28 0.03
N 5.45 0.50 -1.10 -0.03
N 4.41 1.95 -2.78 -0.02
N 4.31 0.23 -0.33 -0.01
N 3.11 1.89 -2.27 -0.13
C 6.55 0.54 -0.29 -0.09
C 4.62 3.19 -3.29 -0.08
H 7.53 0.72 -0.72 0.12
H 5.60 3.41 -3.71 0.12
C 6.14 0.32 1.01 -0.08
C 3.48 3.96 -3.09 -0.07
C 4.72 0.14 0.92 -0.17
C 2.57 3.12 -2.45 -0.16
H 6.75 0.30 1.96 0.11
H 3.35 5.01 -3.36 0.10
H 4.00 -0.01 1.75 0.09
H 1.55 3.30 -2.13 0.10
H 1.06 0.42 1.99 0.04
C -0.02 -0.94 3.23 -0.20
Si -1.76 -0.12 2.82 0.42
C -3.04 -1.04 3.89 -0.20
C -1.80 1.70 3.43 -0.22
Si -2.27 -0.31 0.53 -0.06
Te -1.56 0.77 -1.57 0.34
Si -2.87 -2.47 0.13 0.32
C -4.43 -2.95 1.12 -0.21
C -3.27 -2.91 -1.68 -0.22
C -1.41 -3.54 0.70 -0.23
Si -4.09 0.98 0.17 0.17
C -5.32 0.70 1.65 -0.23
C -3.69 2.84 0.25 -0.25
C -5.19 0.62 -1.35 -0.23
H 0.08 -0.97 4.35 0.05
H 0.99 -0.40 2.96 0.02
H -0.06 -1.92 2.84 -0.01
H -2.74 -0.92 4.94 0.04
H -4.06 -0.63 3.76 0.02
H -3.03 -2.11 3.65 0.01
H -1.12 2.36 2.86 0.01
H -2.81 2.11 3.33 0.02
H -1.49 1.75 4.48 0.03
H -5.29 -2.34 0.82 0.02
H -4.69 -4.00 0.93 0.03
H -4.30 -2.83 2.20 0.00
H -2.47 -2.56 -2.34 0.01
H -3.38 -3.99 -1.81 0.03
H -4.20 -2.43 -2.01 0.02
H -0.48 -3.19 0.23 0.02
H -1.28 -3.51 1.79 0.01
H -1.55 -4.59 0.39 0.03
H -4.89 0.97 2.62 0.00
H -6.22 1.32 1.52 0.02
H -5.66 -0.34 1.73 0.00
H -2.97 3.16 -0.52 -0.02
H -4.60 3.43 0.10 0.03
H -3.27 3.11 1.22 0.01
H -4.69 0.73 -2.32 0.00
H -5.59 -0.40 -1.31 0.02
H -6.06 1.30 -1.35 0.03



3.
69
Properties=species:S:1:pos:R:3:lowdin_charge:R:1 method="wB97M-V/def2-TZVPD" homo_lumo_gap_ev=7.1 multiplicity=1 energy_ev=-71246.387 charge=+3
Al 1.03 -0.45 0.58 0.22
P 2.46 1.05 1.77 0.79
P -0.87 0.09 2.04 0.79
P -2.12 3.31 -2.61 0.86
H 0.77 -2.95 -4.51 0.07
C 0.79 -1.88 -4.74 -0.06
C 1.83 -1.13 -4.36 -0.08
H 2.68 -1.61 -3.87 0.07
C 3.79 0.23 2.73 -0.21
C 1.88 2.26 3.03 -0.21
C 3.41 2.12 0.64 -0.24
C -2.27 -0.93 1.52 -0.22
C -0.76 -0.35 3.81 -0.21
C -1.58 1.77 2.12 -0.21
C -2.43 4.13 -4.18 -0.20
C -1.17 4.37 -1.50 -0.21
C -3.67 2.79 -1.87 -0.19
H -0.04 -1.52 -5.37 0.07
H 1.95 -0.08 -4.66 0.07
H 4.68 0.13 2.09 0.07
H 3.43 -0.76 3.05 0.03
H 4.04 0.85 3.60 0.07
H 1.32 1.76 3.84 0.04
H 1.25 3.03 2.58 0.05
H 2.77 2.73 3.47 0.08
H 3.99 1.49 -0.05 0.07
H 4.09 2.75 1.23 0.08
H 2.73 2.75 0.05 0.05
H -3.05 -0.89 2.30 0.07
H -1.95 -1.97 1.37 0.05
H -2.68 -0.57 0.57 0.05
H -1.74 -0.14 4.28 0.08
H 0.02 0.22 4.33 0.05
H -0.52 -1.41 3.93 0.04
H -2.37 1.77 2.88 0.08
H -1.98 2.06 1.15 0.03
H -0.82 2.50 2.42 0.03
H -3.07 5.00 -4.04 0.08
H -2.92 3.41 -4.84 0.08
H -1.48 4.42 -4.61 0.07
H -1.52 5.41 -1.61 0.08
H -0.11 4.31 -1.76 0.06
H -1.28 4.05 -0.46 0.05
H -4.49 3.42 -2.26 0.08
H -3.65 2.87 -0.77 0.06
H -3.86 1.75 -2.15 0.05
C -0.27 -0.64 -1.89 -0.73
C -1.60 -1.02 -2.17 -0.10
C -1.91 -2.38 -2.19 -0.05
C -0.91 -3.36 -2.12 -0.06
C 0.43 -2.97 -1.93 -0.10
C 0.75 -1.62 -1.84 -0.25
S 0.13 0.96 -1.38 0.66
H -1.35 2.15 -2.96 -0.01
H -2.36 -0.23 -2.25 0.09
H -2.94 -2.71 -2.28 0.12
H -1.16 -4.41 -2.23 0.12
H 1.23 -3.71 -1.93 0.13
H 1.80 -1.30 -1.91 0.09
N 1.33 -4.87 3.37 0.21
C 0.82 -4.32 2.08 -0.02
C 1.27 -2.88 2.10 -0.51
O 1.67 -2.41 3.18 0.04
O 1.19 -2.24 0.95 -0.04
H 1.49 -4.04 3.98 0.16
H 2.22 -5.35 3.20 0.19
H 0.69 -5.56 3.77 0.19
H 1.23 -4.86 1.24 0.15
H -0.27 -4.37 2.04 0.16



4.
72
Properties=species:S:1:pos:R:3:lowdin_charge:R:1 method="wB97M-V/def2-TZVPD" homo_lumo_gap_ev=9.1 multiplicity=1 energy_ev=-49363.812 charge=+1
C 0.75 2.25 3.25 -0.11
C -0.46 3.19 3.35 -0.24
C -1.52 2.73 2.33 -0.21
C -2.33 1.50 2.84 -0.18
C -3.84 1.58 2.50 -0.19
C -4.29 0.74 1.30 -0.20
C -4.02 1.36 -0.08 -0.16
C -2.59 1.19 -0.64 -0.17
C -1.93 -0.14 -0.33 -0.18
N -0.51 -0.11 -0.70 -0.01
C -0.25 0.16 -2.14 -0.13
C -1.11 -0.67 -3.07 -0.22
N -0.67 -2.10 -3.08 0.03
C 0.22 -1.16 -0.24 -0.38
N -0.36 -2.40 -0.01 -0.06
P -0.85 -2.73 1.63 0.71
N -2.39 -2.82 1.88 -0.25
N 1.49 -1.01 0.01 0.03
C 2.16 0.29 -0.13 -0.11
C 3.19 0.31 -1.28 -0.16
C 3.49 1.77 -1.73 -0.12
C 3.07 1.98 -3.22 -0.24
O 2.22 3.10 -3.37 -0.06
C 2.34 -2.12 0.44 -0.05
C 2.86 -2.97 -0.75 -0.24
O 1.88 -3.45 -1.60 0.02
C 3.70 -4.13 -0.18 -0.64
F 3.03 -5.25 -0.16 0.19
F 4.12 -3.88 1.06 0.16
F 4.78 -4.31 -0.90 0.20
H 0.49 1.23 3.53 0.06
H 1.57 2.66 3.84 0.07
H 1.10 2.21 2.22 0.05
H -0.11 4.15 2.98 0.10
H -0.87 3.24 4.35 0.11
H -0.96 2.42 1.45 0.08
H -2.23 3.53 2.14 0.11
H -1.88 0.55 2.57 0.08
H -2.27 1.56 3.93 0.11
H -4.37 1.18 3.37 0.11
H -4.18 2.61 2.43 0.11
H -3.93 -0.28 1.41 0.09
H -5.37 0.65 1.38 0.11
H -4.75 1.02 -0.81 0.11
H -4.17 2.43 0.03 0.11
H -1.98 2.04 -0.36 0.10
H -2.68 1.26 -1.73 0.10
H -2.51 -0.94 -0.79 0.13
H -1.97 -0.30 0.74 0.07
H 0.79 -0.05 -2.37 0.10
H -0.41 1.21 -2.35 0.13
H -0.94 -0.27 -4.07 0.12
H -2.18 -0.57 -2.90 0.10
H -0.83 -2.42 -4.03 0.08
H 0.34 -2.06 -3.02 0.05
H -1.09 -2.60 -0.68 0.10
H -0.15 -3.88 2.03 0.01
H -0.27 -1.68 2.38 0.02
H -2.90 -2.71 1.00 -0.02
H 1.45 1.11 -0.16 0.12
H 2.72 0.41 0.79 0.13
H 2.89 -0.35 -2.09 0.10
H 4.11 -0.09 -0.86 0.11
H 2.87 2.43 -1.13 0.11
H 4.54 1.95 -1.57 0.11
H 3.97 2.21 -3.78 0.12
H 2.59 1.10 -3.64 0.10
H 1.44 2.99 -2.81 0.07
H 1.87 -2.74 1.20 0.11
H 3.22 -1.69 0.90 0.14
H 3.56 -2.39 -1.34 0.15
H 1.27 -4.03 -1.12 0.11